Here is a 11-piece molecular cluster, C60H153N11O19 overall at a distorted geometry from OMol25. Energies are from wB97M-V/def2-TZVPD.

Last column: Mulliken charge in e.
Positions of all 243 atoms, in Å:
C (-5.3333, -0.6647, 2.4969)  -0.604
O (-5.3613, 0.2710, 1.3999)  -0.131
C (-6.5073, 0.3604, 0.6251)  -0.931
C (-6.2352, 1.2496, -0.6041)  2.127
C (-5.9490, 2.6507, -0.2253)  -1.654
N (-7.3064, 1.2396, -1.5653)  -0.792
H (-4.3727, -0.5873, 3.0061)  0.154
H (-5.4243, -1.6740, 2.0955)  0.036
H (-6.0444, -0.4148, 3.2843)  0.423
H (-6.6700, -0.6566, 0.2683)  0.275
H (-7.3050, 0.7105, 1.2803)  0.322
H (-5.3499, 0.8972, -1.1334)  -0.903
H (-6.7130, 3.0762, 0.4254)  0.490
H (-5.9122, 3.3395, -1.0692)  0.548
H (-5.0402, 2.6673, 0.3764)  -0.009
H (-7.8911, 1.8809, -1.0486)  0.417
H (-7.6253, 0.2839, -1.4953)  0.371
C (-4.8810, 3.0254, -8.3213)  -0.735
O (-3.6521, 3.3644, -7.6707)  -0.362
C (-3.7153, 3.6953, -6.2498)  -0.639
C (-3.8587, 2.5142, -5.3146)  0.705
C (-4.0838, 3.0304, -3.9354)  -1.247
N (-2.7332, 1.6620, -5.3470)  -0.551
H (-5.3804, 2.1426, -7.9219)  0.307
H (-4.6493, 2.7784, -9.3573)  0.269
H (-5.6011, 3.8436, -8.3296)  0.309
H (-2.8525, 4.3343, -6.0618)  0.034
H (-4.5152, 4.4276, -6.1403)  0.522
H (-4.7041, 1.9602, -5.7227)  0.476
H (-3.2346, 3.6205, -3.5908)  -0.203
H (-4.3162, 2.1595, -3.3226)  0.120
H (-4.9925, 3.6305, -3.8878)  0.528
H (-1.8636, 2.1640, -5.2383)  0.041
H (-2.6998, 1.3207, -6.2970)  0.395
C (3.9974, -5.8207, -1.2214)  -0.737
O (3.5080, -4.9255, -2.2212)  -0.466
C (3.0834, -3.6740, -1.7118)  -0.095
C (1.6548, -3.7607, -1.0761)  1.057
C (0.6027, -3.7206, -2.1778)  -1.036
N (1.3702, -2.6686, -0.1755)  0.116
H (4.8158, -5.2840, -0.7418)  0.308
H (4.4187, -6.6707, -1.7582)  0.311
H (3.3847, -6.2305, -0.4185)  0.267
H (3.8395, -3.3495, -0.9969)  0.062
H (3.0793, -2.8972, -2.4765)  -0.009
H (1.5715, -4.7424, -0.6098)  0.106
H (-0.4383, -3.7658, -1.8575)  0.104
H (0.7991, -4.4531, -2.9606)  0.551
H (0.6386, -2.8023, -2.7639)  -0.190
H (1.7227, -1.8669, -0.6787)  -0.378
H (0.3624, -2.6023, -0.1676)  -0.223
C (2.3900, -0.6000, -4.2429)  0.593
O (1.9204, 0.5759, -4.7683)  -0.459
C (0.8110, 0.5503, -5.6593)  -0.561
C (0.3606, 1.9885, -6.0665)  -0.956
N (0.1264, 2.7772, -4.8856)  0.662
C (0.3612, 4.1827, -4.9982)  -1.223
C (-0.0356, 5.0635, -3.8133)  -0.793
O (0.5854, 4.6744, -2.5876)  -0.213
C (-0.0120, 5.4111, -1.4643)  0.445
H (2.5242, -1.4370, -4.9281)  0.601
H (1.6059, -0.9344, -3.5635)  -0.419
H (3.2487, -0.4304, -3.5933)  -0.684
H (-0.0289, 0.1010, -5.1295)  0.154
H (1.0721, -0.0756, -6.5126)  0.560
H (-0.5862, 2.0129, -6.6060)  0.437
H (1.0523, 2.5210, -6.7193)  0.500
H (0.7426, 2.4030, -4.1783)  -0.364
H (-0.2211, 4.4687, -5.8741)  0.662
H (1.3901, 4.3546, -5.3144)  0.472
H (-1.1085, 5.1155, -3.6285)  0.185
H (0.0680, 6.1259, -4.0336)  0.530
H (-0.0681, 6.4720, -1.7082)  0.559
H (0.5763, 5.1638, -0.5807)  -0.826
H (-0.9979, 4.9750, -1.3030)  -0.024
C (-3.5650, 5.9407, 0.1431)  -0.646
O (-2.3652, 5.4262, 0.6761)  -0.373
C (-2.4215, 4.0135, 0.9763)  -0.416
C (-1.2301, 3.6098, 1.8162)  0.133
N (-1.0723, 2.1271, 1.8160)  0.214
C (0.0354, 1.6290, 2.6971)  -0.399
C (-0.0850, 0.1251, 2.9850)  0.327
O (1.0022, -0.3945, 3.7079)  -0.337
C (0.8326, -1.7858, 4.0243)  -0.904
H (-4.2726, 5.8272, 0.9643)  0.331
H (-3.9505, 5.2482, -0.6052)  0.107
H (-3.4598, 6.9290, -0.3045)  0.274
H (-2.5151, 3.5290, 0.0044)  0.132
H (-3.3491, 3.7006, 1.4556)  0.598
H (-1.4141, 4.0191, 2.8095)  0.648
H (-0.3654, 4.1127, 1.3832)  -0.485
H (-0.9988, 1.8401, 0.8504)  0.233
H (0.1088, 2.2376, 3.5983)  0.465
H (0.9782, 1.7517, 2.1641)  -0.276
H (-0.0799, -0.3449, 2.0015)  -0.321
H (-1.0696, -0.0667, 3.4114)  0.295
H (1.7448, -2.1731, 4.4781)  0.341
H (0.4869, -2.3634, 3.1670)  0.258
H (0.0087, -1.8797, 4.7318)  0.404
C (3.7774, -1.5285, 2.1027)  -0.678
O (4.7641, -0.5078, 2.2488)  -0.281
C (4.3462, 0.5983, 3.1407)  0.492
C (5.4807, 1.5117, 3.4572)  -0.356
N (6.5103, 0.8529, 4.2539)  -0.322
C (7.5974, 1.6359, 4.8121)  0.023
C (8.4771, 0.8431, 5.7464)  -0.610
O (9.4842, 1.6894, 6.2606)  -0.307
C (10.1494, 1.1164, 7.3564)  -0.794
H (2.8071, -1.1186, 1.8225)  0.246
H (3.7204, -2.1527, 2.9945)  0.390
H (4.2021, -2.1589, 1.3215)  0.105
H (3.9222, 0.3102, 4.1026)  0.351
H (3.5448, 1.1071, 2.6050)  -0.668
H (5.0717, 2.3681, 3.9930)  0.441
H (5.8524, 1.8262, 2.4819)  -0.079
H (6.8667, 0.1009, 3.6815)  0.372
H (7.1879, 2.5222, 5.2967)  0.335
H (8.2060, 1.9479, 3.9633)  -0.275
H (9.0720, 0.0498, 5.2938)  0.313
H (7.8547, 0.4094, 6.5290)  0.412
H (11.0164, 0.6108, 6.9312)  0.306
H (9.5255, 0.5057, 8.0089)  0.312
H (10.6349, 1.7948, 8.0580)  0.263
C (-5.1186, -2.7780, -1.7341)  -0.264
O (-6.1552, -3.7239, -1.7107)  -0.457
C (-5.8733, -4.8521, -0.8289)  0.491
C (-7.2003, -5.5598, -0.5197)  -1.177
N (-7.6711, -6.4373, -1.5971)  -0.349
C (-9.0435, -6.7807, -1.3481)  -0.861
C (-9.5262, -7.9860, -2.2314)  -0.517
O (-9.9380, -7.4367, -3.4830)  -0.309
C (-10.5493, -8.5122, -4.3231)  -0.724
H (-4.1632, -3.1119, -2.1388)  0.283
H (-4.8532, -2.5529, -0.7011)  -0.258
H (-5.3668, -1.8003, -2.1471)  0.460
H (-5.3739, -4.5634, 0.0959)  -0.229
H (-5.2410, -5.6200, -1.2746)  0.216
H (-7.9104, -4.7682, -0.2806)  0.430
H (-7.0393, -6.1187, 0.4022)  0.477
H (-7.6680, -5.9203, -2.4647)  0.281
H (-9.7401, -5.9625, -1.5312)  0.378
H (-9.2156, -6.9250, -0.2815)  0.534
H (-10.3615, -8.3436, -1.6293)  0.338
H (-8.7262, -8.7224, -2.3087)  0.328
H (-10.6827, -8.2457, -5.3715)  0.264
H (-11.5334, -8.7145, -3.9002)  0.290
H (-9.9573, -9.4270, -4.3527)  0.290
C (2.1395, 5.4347, 6.7280)  -0.775
O (2.5624, 5.6998, 5.4014)  -0.340
C (1.4463, 5.5637, 4.4734)  -0.746
C (2.0094, 5.4451, 3.0130)  -0.554
N (2.6164, 4.1512, 2.7431)  0.431
C (3.0400, 4.0368, 1.3951)  1.688
C (4.4549, 4.7282, 1.1625)  -1.117
O (5.4215, 4.1983, 2.1060)  0.088
C (6.6066, 4.9511, 2.3059)  -0.900
H (1.9343, 4.3644, 6.7481)  0.309
H (1.3160, 6.0597, 7.0734)  0.294
H (2.8912, 5.7015, 7.4709)  0.268
H (0.7679, 6.4106, 4.5777)  0.482
H (0.8682, 4.6500, 4.6115)  0.289
H (2.7437, 6.2053, 2.7467)  0.366
H (1.2161, 5.6859, 2.3052)  0.332
H (3.3158, 3.8610, 3.4115)  0.181
H (2.2453, 4.3430, 0.7148)  -0.867
H (3.1251, 2.9552, 1.2905)  -1.278
H (4.2994, 5.7990, 1.2936)  0.401
H (4.8089, 4.5605, 0.1453)  0.528
H (6.3704, 5.8607, 2.8580)  0.395
H (7.3363, 5.1719, 1.5268)  0.327
H (7.2168, 4.3406, 2.9715)  0.085
C (-7.5049, -3.7535, 3.0780)  -0.837
O (-6.1305, -4.1741, 3.1343)  0.103
C (-5.9095, -5.0066, 4.2739)  -0.786
C (-4.4212, -5.2677, 4.3441)  -0.563
N (-3.9345, -6.0420, 3.1564)  -0.423
C (-2.4991, -6.1850, 3.0869)  -0.557
C (-2.0030, -6.6852, 1.7494)  -0.943
O (-2.5549, -5.9053, 0.7705)  0.203
C (-2.1737, -6.3255, -0.5594)  -0.944
H (-8.1744, -4.5442, 2.7394)  0.279
H (-7.5152, -2.9694, 2.3209)  0.147
H (-8.0127, -3.5108, 4.0114)  0.357
H (-6.5123, -5.9117, 4.2000)  0.397
H (-6.1934, -4.4400, 5.1608)  0.440
H (-4.2798, -5.8153, 5.2759)  0.437
H (-3.9514, -4.2905, 4.4563)  0.230
H (-4.1536, -5.5467, 2.3038)  0.201
H (-2.1885, -6.8413, 3.8999)  0.463
H (-1.9474, -5.2556, 3.2282)  0.173
H (-2.4024, -7.6810, 1.5568)  0.467
H (-0.9219, -6.7888, 1.6568)  0.478
H (-1.1125, -6.5655, -0.6261)  0.342
H (-2.4478, -5.5853, -1.3111)  0.126
H (-2.8332, -7.1909, -0.6250)  0.416
C (-2.1832, -2.5197, 1.3581)  -0.052
O (-1.7943, -1.8057, 0.1837)  0.689
C (-2.5820, -0.6075, -0.0325)  0.388
C (-1.9103, 0.2690, -1.1329)  -1.060
N (-0.6033, 0.8894, -0.6959)  0.338
C (0.1211, 1.3433, -1.9130)  -0.898
C (1.5954, 1.6165, -1.4717)  -0.527
O (2.2194, 0.3166, -1.2408)  0.688
C (3.6206, 0.4694, -0.8404)  -0.459
H (-3.2381, -2.7645, 1.2343)  -0.200
H (-2.0825, -1.9058, 2.2531)  -0.100
H (-1.5417, -3.4009, 1.3625)  -0.001
H (-2.5574, -0.0428, 0.8994)  0.295
H (-3.5924, -0.8989, -0.3195)  -0.757
H (-2.5907, 1.0911, -1.3547)  0.018
H (-1.7366, -0.3503, -2.0129)  0.575
H (-0.0284, 0.1223, -0.3779)  -0.409
H (-0.3859, 2.2018, -2.3534)  0.447
H (0.0606, 0.5719, -2.6808)  0.050
H (1.7368, 2.2626, -0.6053)  -0.375
H (2.0975, 2.1500, -2.2789)  0.851
H (3.9976, -0.4436, -0.3796)  0.019
H (3.7735, 1.2733, -0.1203)  -0.276
H (4.2447, 0.7633, -1.6843)  0.450
C (6.0857, -0.5482, -4.2086)  -0.684
O (6.5949, 0.2851, -3.1610)  -0.359
C (7.0557, -0.5520, -2.1272)  -0.469
C (7.1678, 0.1709, -0.7412)  -0.538
N (8.5039, 0.7999, -0.6225)  -0.399
C (8.6212, 1.3958, 0.6929)  0.055
C (9.9444, 2.0794, 1.0705)  -0.823
O (9.6506, 2.8973, 2.1864)  -0.103
C (10.2515, 4.1795, 2.0142)  -1.048
H (6.9355, -1.0621, -4.6579)  0.387
H (5.7830, -0.0072, -5.1052)  0.301
H (5.3210, -1.2657, -3.9111)  0.170
H (7.9404, -1.0769, -2.4876)  0.591
H (6.3039, -1.3062, -1.8950)  0.084
H (7.1267, -0.5901, 0.0381)  0.388
H (6.3959, 0.9397, -0.7054)  0.256
H (8.5189, 1.5399, -1.3097)  0.344
H (8.4603, 0.6304, 1.4521)  0.139
H (7.8108, 2.1220, 0.7562)  -0.075
H (10.2990, 2.6417, 0.2067)  0.456
H (10.7903, 1.4456, 1.3366)  0.272
H (9.7451, 4.8320, 1.3028)  0.395
H (11.3209, 4.1105, 1.8145)  0.385
H (10.1972, 4.7835, 2.9199)  0.284

Force components x, y, z for each atom (eV/Å):
0.132 0.722 -0.860
1.849 0.328 1.385
0.589 -0.665 -0.164
1.322 -0.341 0.023
0.396 1.156 1.009
0.116 0.008 0.663
0.235 0.149 -0.441
-0.331 -0.207 0.274
-0.589 -0.180 -0.238
-0.855 -0.291 -0.263
-0.672 0.158 -0.389
0.339 -0.515 0.302
-0.383 -0.142 0.197
0.404 -0.243 -0.202
0.145 0.278 -0.213
-1.595 -0.254 -0.687
-1.076 -0.024 -0.466
0.422 -0.007 0.173
-0.087 -0.319 0.524
-0.672 1.024 -1.746
-0.365 1.383 -0.943
-1.194 -0.302 0.515
0.745 -1.456 -0.653
0.067 -0.096 0.380
0.227 0.156 0.043
0.021 0.257 0.181
0.594 -0.499 0.094
-0.652 -0.158 0.189
-0.336 -0.188 0.482
0.064 -0.201 0.215
0.490 0.122 0.479
0.056 0.303 -0.040
0.136 0.347 0.655
0.199 -0.466 -0.192
1.289 0.491 -0.607
-0.868 -0.326 -0.004
-0.613 -0.325 1.062
0.008 -0.331 -1.327
0.195 -0.179 -1.458
0.756 -0.293 0.494
0.295 -0.184 0.334
-0.042 0.061 -0.043
-0.900 0.446 -0.271
-0.084 0.177 0.558
-0.021 -0.315 -0.519
0.115 0.023 0.459
0.071 -0.388 0.391
-0.197 -0.556 0.160
0.291 0.520 0.298
-0.211 0.793 0.245
-0.238 0.546 0.285
-1.291 -1.232 1.261
0.386 2.542 -1.276
-0.150 0.209 0.190
0.449 -0.014 -0.068
-0.036 -0.804 2.022
-0.116 0.598 -0.771
-0.617 -0.252 0.542
-0.071 0.926 0.100
0.323 -1.628 -1.252
0.420 0.191 -0.558
-0.076 -0.547 0.406
0.117 0.217 -0.476
-0.298 -0.249 0.010
-0.176 0.098 -0.297
0.097 -0.763 -0.463
0.629 -0.333 -0.206
0.022 0.042 0.321
-0.255 0.623 0.008
0.461 0.358 0.248
-0.613 -0.998 -0.193
1.145 0.266 -0.228
0.085 0.061 0.300
0.120 0.396 -0.148
-0.219 0.369 0.034
-0.292 -1.630 0.564
0.876 -0.157 0.466
-0.618 0.612 -0.861
0.053 -0.913 -0.447
-0.506 1.092 2.023
-0.055 0.154 -1.145
-0.362 0.561 -1.004
0.140 -0.350 0.475
-0.728 0.923 0.080
-0.611 0.925 -0.061
0.000 -0.011 -0.573
0.176 -0.043 0.488
0.584 -0.548 -0.288
-0.246 0.437 0.508
0.277 -0.213 0.217
0.383 0.168 0.097
0.572 -0.391 -0.140
-0.217 -0.073 0.066
0.445 0.174 0.089
-0.216 -0.343 -0.327
-0.076 -0.210 0.553
-0.048 0.122 -0.278
0.528 -0.076 -0.423
-0.042 -0.007 0.434
1.046 0.316 -0.117
-0.213 1.132 1.533
-0.498 -1.163 -0.585
0.827 -0.084 -0.524
-0.909 -0.990 0.593
0.106 0.084 -1.644
0.339 -0.070 0.263
-0.659 1.310 1.116
1.077 -0.161 -0.100
-0.074 -0.137 -0.005
-0.262 0.116 0.246
-0.421 -0.103 -0.207
-0.112 -0.931 -0.068
-0.068 0.369 -0.025
0.138 0.118 -0.020
0.346 0.585 -0.029
0.162 -0.171 0.098
0.083 -0.053 0.228
0.453 0.671 0.152
-0.665 -0.575 -0.661
-0.013 -0.048 0.286
-0.039 -0.956 0.276
-0.156 -0.420 -0.390
-0.433 0.965 -0.377
0.768 0.196 1.346
0.269 -0.831 0.241
-1.018 -0.186 -0.618
0.857 0.725 -0.201
0.413 0.584 0.636
-0.761 -0.938 -0.721
-0.004 2.097 1.338
-0.341 -2.098 -1.216
0.267 0.959 0.985
-0.086 -0.344 -0.603
0.031 0.139 0.451
-0.571 -0.385 -0.516
-0.113 0.518 0.103
0.361 0.242 -0.548
-0.365 0.187 0.046
-0.110 -0.363 -0.049
0.338 0.147 -0.202
-0.144 0.364 -0.453
0.340 -0.774 0.093
-0.419 -0.695 -0.489
-0.075 -0.115 -0.195
0.196 0.766 0.244
-0.030 -0.213 0.004
0.225 0.034 0.437
0.278 -0.103 -0.049
-1.030 0.179 -0.555
1.654 0.100 -1.155
0.421 0.472 1.194
-1.936 0.498 0.746
2.144 -1.021 0.348
-0.638 -0.530 0.133
-0.707 0.413 -1.351
0.096 -0.272 1.458
-0.382 -0.010 0.663
-0.653 -0.164 -0.477
0.630 -0.290 -0.469
0.040 0.187 -0.025
0.085 -0.239 0.487
0.142 0.707 0.725
-0.449 -0.629 -0.002
0.098 0.334 -0.024
0.278 0.402 -0.120
0.451 -0.157 -0.746
0.318 0.224 0.167
0.030 -0.044 -0.158
-0.003 0.310 -0.153
-0.776 -0.062 -1.032
-0.135 -0.146 0.271
0.297 -0.583 -0.995
-1.325 0.122 0.702
0.493 0.538 -0.724
-0.219 -0.755 -0.855
-0.323 0.542 0.524
0.928 -0.010 0.705
-0.895 -1.857 0.353
0.486 2.560 -1.708
-1.223 -0.357 1.322
0.243 -0.504 -0.531
-0.315 0.201 0.360
0.800 0.738 0.456
0.036 -0.219 -0.001
-0.149 -0.072 0.280
0.448 -0.285 -0.105
0.376 0.158 -0.094
-0.675 0.267 0.000
0.260 -0.220 -0.093
-0.081 0.622 0.342
0.025 -0.723 0.347
0.318 0.407 0.341
0.016 -0.075 0.019
-0.019 0.131 0.340
0.496 -0.539 -1.117
-0.079 0.505 -1.127
0.051 0.676 -0.229
1.660 0.020 -0.244
0.386 -0.341 1.377
-1.006 -0.827 -1.570
0.537 0.221 1.706
-0.349 -0.895 -1.304
0.916 1.115 0.605
-0.823 0.261 -0.338
-0.145 -0.508 0.288
0.221 0.012 0.153
-0.294 -0.048 0.343
-0.453 0.158 0.121
-0.095 0.226 0.073
-0.096 -0.043 -0.265
-0.208 -0.015 -0.289
0.100 -0.349 0.471
0.253 0.297 0.295
0.469 -0.215 -0.178
-0.552 -0.157 0.358
0.283 -0.157 -0.307
-0.298 -0.088 -0.197
-0.398 0.048 0.331
-0.039 -0.249 -0.400
1.308 0.343 -0.841
-1.086 -0.087 -0.480
-0.732 0.021 1.441
2.086 -0.217 -2.006
0.067 -0.570 0.024
0.225 -0.084 0.308
-0.556 -0.123 -0.685
0.526 1.362 -0.297
0.009 0.366 0.992
0.213 -0.791 0.346
-0.610 0.769 0.604
0.011 0.127 0.280
0.412 0.066 0.500
-0.320 -0.409 -0.422
-0.493 0.193 0.064
-0.465 -0.226 0.399
0.255 0.176 -0.183
-0.342 -0.150 -0.016
0.018 0.477 0.741
-0.067 0.456 -0.074
-0.249 -0.601 -0.039
-0.040 -0.425 -0.685
0.038 -0.147 -0.396
-0.228 -0.517 0.499

## Properties
LUMO in eV: 0.7
Energy in eV: -119978.6767
Energy relative to the best compared isomer or geometry (same formula, charge and spin) in eV: 3.541
Gap between HOMO and LUMO in Eh: 0.319
F_max in eV Å⁻¹: 3.1